Computed, not measured: C8H11NO as an isolated structure, with ωB97M-V/def2-TZVPD.

Its spin multiplicity is 1. As for the frontier orbital gap: 10.3 eV. The HOMO energy is -9.59 eV.

Atoms and positions in Å:
O (2.794228, 0.920185, 0.099828)
N (2.499144, -1.117552, 0.288411)
C (-0.091492, 1.467703, -0.910375)
C (-1.374718, 0.639545, -0.812798)
C (-0.545402, -0.673470, -0.873081)
C (0.514413, 0.260270, -0.158994)
C (-1.582787, 0.154814, 0.679793)
C (-1.466804, -1.301330, 0.173216)
C (-0.165886, 0.399974, 1.221073)
C (1.975236, -0.022586, -0.247385)
H (-0.245550, -1.151246, -1.813645)
H (0.257197, 1.529366, -1.950280)
H (0.149562, -0.361208, 1.947790)
H (-2.263932, 0.805236, -1.431165)
H (-1.077410, -2.061821, 0.866775)
H (1.993064, -1.963439, 0.048453)
H (3.489860, -0.208133, 0.653937)
H (-2.393985, -1.658169, -0.296214)
H (-0.006889, 1.395452, 1.656158)
H (-0.027991, 2.453336, -0.428385)
H (-2.429850, 0.493082, 1.286884)

Cartesian forces (eV/Å) of the 2 atoms listed first:
O 0.40 0.38 -0.99
N -0.30 -0.22 -1.64

Computed, not measured: a 2-piece molecular cluster, C8H11NO overall, with ωB97M-V/def2-TZVPD.

Its spin multiplicity is 1. As for the frontier orbital gap: 9.1 eV. As for the structure (SMILES): c1ccccc1.CC(N)=O. The HOMO energy is -8.34 eV.

Atoms and positions in Å:
O (-0.740058, 0.792285, -1.347274)
N (1.380576, 1.504512, -1.082384)
C (-1.835795, -0.821975, 0.439178)
C (-1.887086, 0.552826, 0.849262)
C (0.943294, -0.955160, -1.401789)
C (-0.753584, 1.204164, 1.173476)
C (0.475206, -0.736417, 1.021997)
C (-0.609574, -1.493588, 0.477902)
C (0.418505, 0.519214, 1.440945)
C (0.489755, 0.486037, -1.218693)
H (-0.780624, 2.205124, 1.475240)
H (1.041993, 2.462487, -0.779698)
H (-0.687052, -2.646474, 0.316343)
H (1.482571, -1.051100, 1.076575)
H (0.257915, -1.551045, -0.863196)
H (2.046849, -1.237925, -1.210088)
H (0.667502, -1.261716, -2.423962)
H (-2.863228, 0.968926, 0.703998)
H (1.327873, 1.066061, 1.746603)
H (2.348982, 1.416368, -0.713236)
H (-2.724019, -1.422606, 0.318803)

Cartesian forces (eV/Å) of the 2 atoms listed first:
O 3.90 -1.16 -0.74
N 1.77 2.28 1.20

Computed, not measured: one molecule with the formula C8H11NO, with ωB97M-V/def2-TZVPD.

Its spin multiplicity is 1. As for the frontier orbital gap: 9.6 eV. As for the structure (SMILES): C=C1/C(=N/O)[C@H]2CC[C@@H]1C2. The HOMO energy is -8.81 eV.

Atoms and positions in Å:
O (-2.973261, -0.723988, 0.045688)
N (-2.240814, 0.466726, -0.223109)
C (0.552595, -1.435226, -0.875062)
C (-0.359022, -0.991670, 0.350007)
C (1.242813, 0.521218, 0.422624)
C (1.719580, -0.299290, -0.797142)
C (-1.052035, 0.266302, 0.021216)
C (0.637127, -0.502166, 1.406622)
C (-0.312184, 2.554101, -0.155135)
C (0.018795, 1.243223, -0.076833)
H (-1.254800, 2.841198, -0.417653)
H (0.076625, -0.209135, 2.232791)
H (2.687137, -0.880066, -0.614038)
H (-0.978930, -1.859930, 0.796117)
H (-0.126891, -1.465754, -1.709555)
H (-3.846403, -0.734857, -0.506709)
H (0.981953, -2.440110, -0.609777)
H (0.322547, 3.457133, -0.008849)
H (1.653305, 0.289731, -1.773417)
H (1.968958, 1.260146, 0.812200)
H (1.282906, -1.357593, 1.680013)

Cartesian forces (eV/Å) of the 2 atoms listed first:
O -2.22 -0.35 -1.39
N -3.44 0.12 -0.58

Computed, not measured: one molecule with the formula C8H11NO, with ωB97M-V/def2-TZVPD.

Its spin multiplicity is 3. As for the frontier orbital gap (alpha / beta): 6.5 / 7.4 eV. The HOMO energy (alpha / beta) is -5.69 / -9.11 eV. As for the expectation value of S²: 2.01.

Atoms and positions in Å:
O (-0.486831, 1.998476, -0.602566)
N (-1.667979, 0.188213, 0.078619)
C (0.841961, 0.167681, 0.302478)
C (-2.885473, 0.720023, -0.472508)
C (-1.575761, -1.078506, 0.838588)
C (-0.518174, 0.917416, -0.079605)
C (1.291892, -0.336072, -1.002997)
C (2.643380, -0.568628, -0.977703)
C (2.196644, 0.666756, 0.880291)
C (3.179969, 0.044466, 0.187631)
H (-3.670349, 0.477028, 0.144329)
H (2.354853, 1.172127, 1.902607)
H (0.652856, -0.636700, 1.062886)
H (4.292985, 0.041789, 0.198414)
H (-2.517874, -1.399145, 0.816639)
H (-2.851456, 0.194454, -1.497011)
H (-2.829822, 1.792670, -0.688871)
H (0.526927, -0.789570, -1.577377)
H (-1.327493, -1.007663, 1.980418)
H (3.194801, -0.861417, -1.882769)
H (-0.845065, -1.703389, 0.388505)

Cartesian forces (eV/Å) of the 2 atoms listed first:
O -0.05 0.98 -0.53
N 2.87 0.44 1.94

Computed, not measured: one molecule with the formula C8H11NO3, with ωB97M-V/def2-TZVPD.

Its spin multiplicity is 1. As for the frontier orbital gap: 10.4 eV. As for the structure (SMILES): CC[C@@H]1O[C@H](C)C(=O)[C@@]1(O)C#N. The HOMO energy is -10.32 eV.

Atoms and positions in Å:
O (-1.833600, -1.957556, -1.040390)
O (0.495211, -0.517745, 1.031662)
O (-1.847941, 0.987677, -1.352041)
N (-3.547869, 0.784512, 1.376296)
C (-0.158615, 0.671006, 0.649255)
C (0.723122, 1.516621, -0.237624)
C (-1.564117, 0.317355, -0.210086)
C (0.897620, -2.420095, -0.475427)
C (2.036641, 2.039244, 0.516039)
C (-2.681106, 0.449413, 0.695485)
C (-0.164867, -1.633172, 0.419930)
C (-1.286107, -1.193809, -0.333740)
H (1.715608, -2.511428, 0.176273)
H (2.404103, 3.032571, 0.165768)
H (0.533229, -3.438208, -0.749468)
H (2.826517, 1.356072, 0.167564)
H (-0.564538, 1.206037, 1.532878)
H (-0.342268, -2.260652, 1.248336)
H (1.940587, 1.989794, 1.563562)
H (0.181908, 2.372761, -0.640671)
H (0.989091, 0.930726, -1.093977)
H (-1.887524, 0.208184, -2.029421)
H (1.134921, -1.929316, -1.380203)

Cartesian forces (eV/Å) of the 2 atoms listed first:
O -2.05 -1.01 -2.23
O -0.84 0.30 -0.53

Computed, not measured: one molecule with the formula C8H11NO3, with ωB97M-V/def2-TZVPD.

Its spin multiplicity is 1. As for the frontier orbital gap: 8.7 eV. As for the structure (SMILES): O=C=CCCC1(/C=[N+](/[O-])O)CC1. The HOMO energy is -8.17 eV.

Atoms and positions in Å:
O (-0.543540, -2.914352, 0.534456)
O (-2.628579, -2.640330, 0.548264)
O (-1.998595, -0.967766, -2.639260)
N (-1.630186, -2.020777, 0.388502)
C (0.399599, -1.165052, -2.104546)
C (1.288354, -0.366525, -1.213180)
C (-0.975486, 1.627097, 0.216483)
C (-0.501496, 0.198729, 0.457752)
C (-1.506646, -0.772395, 0.258672)
C (0.887664, -0.320631, 0.283126)
C (-0.943098, 1.044223, 1.615703)
C (-0.885229, -0.944554, -2.264010)
H (0.618227, -2.221966, -2.144011)
H (-1.838145, 0.678919, 2.133944)
H (2.207687, -0.911777, -1.407200)
H (-0.250623, 2.526422, 0.049911)
H (-2.521809, -0.229013, 0.152493)
H (-0.667641, -3.583075, 1.223228)
H (-1.966976, 1.638611, -0.321011)
H (-0.110604, 1.520146, 2.324524)
H (1.021595, -1.390505, 0.669697)
H (1.430855, 0.674219, -1.553710)
H (1.464407, 0.265084, 0.963300)

Cartesian forces (eV/Å) of the 2 atoms listed first:
O 3.07 1.22 -1.31
O -4.95 -1.72 -0.11

E across the listed records, respectively: -441.2815 -441.3209 -441.3061 -441.2208 -591.8325 -591.6530 hartree.
Relative energy (zero: lowest compared OMol25 entry of this formula, charge and spin) across the listed records, respectively: 104.2 79.5 88.8 0.0 59.2 171.9 kcal/mol.